## a
16
Properties=species:S:1:pos:R:3:lowdin_charge:R:1 method="wB97M-V/def2-TZVPD" e_homo_ev="-8.733 / -7.509" multiplicity=1 molar_mass_g_mol=133.09
C 2.13518 0.84847 0.56800 -0.302
C -2.84112 0.24874 -0.23313 -0.566
C -1.33476 0.82353 -0.09758 -0.082
C -0.53344 -0.14167 0.69630 -0.266
N -0.40378 -1.32182 0.07833 -0.007
O -3.79372 0.93347 -0.37601 0.114
O -2.86980 -1.02150 -0.53379 0.058
P 1.92629 0.20162 -0.97878 0.727
H 1.67586 1.02227 1.54692 -0.052
H -1.38386 1.91169 0.00371 0.126
H -1.09350 0.64465 -1.12284 0.085
H -0.49807 -0.11612 1.74601 0.103
H 0.03110 -1.32592 -0.83347 0.033
H -1.89998 -1.49049 -0.49010 0.121
H -0.10366 -2.01906 0.67150 0.096
H 3.21340 0.31442 -1.39034 -0.188


## b
16
Properties=species:S:1:pos:R:3:lowdin_charge:R:1 method="wB97M-V/def2-TZVPD" e_homo_ev="-8.864 / -8.865" multiplicity=1 molar_mass_g_mol=133.09
C 1.80622 -2.57165 -0.26351 0.093
C 1.71172 -1.37326 -0.18035 -0.201
P 1.40050 0.33950 -0.03147 0.731
N 2.51653 0.73315 1.07128 -0.032
O 1.32833 1.85042 -1.56805 -0.521
O 0.09185 0.51941 0.75247 -0.265
C -1.06755 0.98042 0.10533 -0.345
C -1.73382 -0.15366 -0.44047 -0.102
H 1.73560 -3.66782 -0.40418 0.063
H 3.35496 0.27206 1.07589 0.036
H 2.62072 1.68472 1.07422 0.034
H -1.55823 1.69127 0.83827 0.149
H -0.62695 1.71611 -0.58982 0.080
H -2.68012 0.04892 -1.05146 0.114
H -1.06960 -0.95906 -0.80594 0.080
H -2.29754 -0.74528 0.31617 0.087


It is b that is most stable; the runner-up trails by 0.130 eV.


## a
55
Properties=species:S:1:pos:R:3:lowdin_charge:R:1 method="wB97M-V/def2-TZVPD" e_homo_ev=-9.193 multiplicity=1 molar_mass_g_mol=392.52
C -2.11406 -2.81920 1.92354 -0.092
C -2.09598 -3.90185 0.85187 -0.253
C -1.71045 -3.38254 -0.53483 -0.191
C -0.26792 -2.86596 -0.60772 -0.070
C -0.08248 -1.37843 -0.58929 -0.455
O 0.89877 -0.80502 -0.98220 0.128
O -1.16871 -0.70502 -0.12257 0.074
C -0.96246 0.57797 0.26771 -0.213
C 0.05537 1.09040 1.04978 -0.140
S 1.33567 0.11150 1.78070 0.757
O 1.71429 0.74206 3.02019 -0.288
O 0.85153 -1.24827 1.86365 -0.296
C 2.74959 0.16615 0.68717 -0.291
C 3.50855 -0.97304 0.51634 -0.050
C 4.63218 -0.92396 -0.28835 -0.025
C 5.00010 0.25891 -0.92020 -0.268
C 6.20260 0.30404 -1.81239 -0.049
C 4.21991 1.39463 -0.72956 -0.024
C 3.09557 1.35296 0.07510 -0.040
C -0.27232 2.45472 1.19559 -0.297
C 0.47587 3.47939 1.96620 -0.019
N -1.38492 2.72140 0.54026 0.150
N -1.80316 1.58634 -0.02989 -0.006
C -3.03480 1.52990 -0.81191 -0.532
C -4.00814 0.57534 -0.11682 -0.012
C -2.69818 1.03659 -2.22147 -0.011
C -3.62100 2.93749 -0.87088 -0.046
H -1.13897 -2.35031 2.02646 0.047
H -2.38717 -3.25068 2.88398 0.075
H -2.84300 -2.05014 1.67703 0.066
H -3.08745 -4.35816 0.78479 0.104
H -1.39311 -4.68589 1.14279 0.108
H -1.82168 -4.20140 -1.24908 0.110
H -2.40538 -2.59585 -0.83100 0.102
H 0.24759 -3.23475 -1.49672 0.131
H 0.29598 -3.22035 0.26045 0.131
H 3.20214 -1.88158 1.01000 0.118
H 5.23015 -1.81251 -0.43001 0.115
H 6.94513 -0.42664 -1.50148 0.077
H 5.91006 0.07264 -2.83689 0.086
H 6.65389 1.29322 -1.80712 0.077
H 4.49673 2.31844 -1.21681 0.115
H 2.48659 2.23008 0.22602 0.108
H 1.11616 4.06375 1.30552 0.081
H -0.22209 4.16176 2.44385 0.083
H 1.09042 2.98405 2.71355 0.066
H -3.58485 -0.42323 -0.05285 0.062
H -4.22302 0.92708 0.88958 0.095
H -4.93922 0.52509 -0.67508 0.090
H -1.95801 1.68760 -2.68122 0.095
H -3.59451 1.04047 -2.83597 0.089
H -2.30266 0.02471 -2.19718 0.076
H -2.91883 3.61987 -1.34001 0.083
H -4.54415 2.92440 -1.44347 0.088
H -3.82617 3.30184 0.13084 0.081


## b
55
Properties=species:S:1:pos:R:3:lowdin_charge:R:1 method="wB97M-V/def2-TZVPD" e_homo_ev=-7.898 multiplicity=1 molar_mass_g_mol=392.52
C -3.36065 -4.84419 0.67069 -0.062
C -3.61452 -3.52782 1.38827 -0.203
O -2.52320 -2.62059 1.24789 -0.001
C -2.42686 -1.95594 0.09562 -0.463
O -3.20442 -2.07855 -0.81588 0.123
C -1.24401 -0.98888 0.10904 -0.345
C 0.06198 -1.80835 0.07098 -0.086
C 0.18278 -2.76129 -1.11205 -0.214
O -0.67243 -3.86224 -0.91011 -0.201
C -0.73409 -4.71550 -2.02120 -0.104
C -1.34558 -0.03926 -1.09221 -0.093
C -2.49054 0.97387 -0.92753 -0.150
N -2.49531 1.70153 0.32205 -0.161
C -1.65678 2.88339 0.38396 -0.115
C -0.21824 2.73890 -0.01021 -0.218
N 0.72513 2.20460 0.82460 0.190
C 1.83960 2.21346 0.14932 -0.363
C 3.09964 1.72326 0.60602 -0.452
C 3.37137 1.13512 1.81411 -0.106
C 4.72151 0.76274 1.93976 -0.183
C 5.45529 1.06750 0.83567 -0.409
S 4.51558 1.81825 -0.38997 1.066
O 1.70539 2.73396 -1.08846 0.099
C 0.39118 3.07072 -1.19138 -0.256
C -0.09398 3.66808 -2.45857 0.002
C -2.43902 0.79469 1.44694 -0.156
C -1.24905 -0.16797 1.40911 -0.103
H -4.16440 -5.54195 0.89008 0.077
H -2.41300 -5.26675 0.99359 0.081
H -3.31753 -4.66974 -0.40007 0.065
H -3.71413 -3.67784 2.46609 0.124
H -4.52072 -3.05398 0.99419 0.125
H 0.90528 -1.11399 0.05227 0.124
H 0.12325 -2.40270 0.98405 0.132
H -0.07136 -2.25411 -2.05394 0.123
H 1.22453 -3.11581 -1.19431 0.129
H -1.37333 -5.55119 -1.74419 0.084
H -1.16066 -4.20228 -2.89226 0.095
H 0.26219 -5.09245 -2.28779 0.090
H -1.54196 -0.61174 -1.99917 0.118
H -0.39337 0.47914 -1.20907 0.112
H -2.46358 1.69386 -1.74866 0.120
H -3.43721 0.42708 -0.98475 0.122
H -1.69591 3.25587 1.41020 0.127
H -2.11181 3.63349 -0.27386 0.119
H 2.61779 0.98795 2.56480 0.115
H 5.13137 0.28835 2.81308 0.103
H 6.49920 0.89655 0.66316 0.061
H 0.60971 4.42214 -2.80646 0.087
H -0.18113 2.90441 -3.23231 0.089
H -1.06778 4.12387 -2.30463 0.080
H -2.41182 1.38094 2.36795 0.122
H -3.37280 0.21958 1.43645 0.127
H -1.29175 -0.83855 2.26729 0.122
H -0.32635 0.41262 1.46473 0.094


It is b that is most stable; the runner-up trails by 0.057 eV.


## a
8
Properties=species:S:1:pos:R:3:lowdin_charge:R:1 method="wB97M-V/def2-TZVPD" e_homo_ev="-6.462 / -10.168" multiplicity=3 molar_mass_g_mol=73.03 s_squared=2.01
C -1.44460 0.19921 0.62592 -0.040
C -0.21032 0.20671 0.77567 -0.143
N 0.69854 -0.64976 -0.53919 -0.435
P 1.88386 0.11295 -1.13939 0.528
H -2.07006 0.61706 1.32134 0.046
H -1.86557 -0.21721 -0.21598 0.052
H 0.57844 0.49913 1.50862 0.090
H 2.42971 -0.76809 -2.33700 -0.098


## b
8
Properties=species:S:1:pos:R:3:lowdin_charge:R:1 method="wB97M-V/def2-TZVPD" e_homo_ev="-5.819 / -8.912" multiplicity=3 molar_mass_g_mol=73.03 s_squared=2.01
C 1.63099 0.20408 -0.74275 -0.553
C -1.27881 -0.33454 0.48938 -0.127
N 1.51655 1.13284 0.07331 -0.208
P 0.01857 1.02240 -0.91567 0.951
H 2.22474 -0.64440 -1.09043 0.055
H -2.00190 0.29888 0.87727 -0.030
H -0.59339 -0.45527 1.23025 -0.045
H -1.51675 -1.22399 0.07863 -0.043


It is a that is most stable; the runner-up trails by 0.870 eV.


## a
21
Properties=species:S:1:pos:R:3:lowdin_charge:R:1 method="wB97M-V/def2-TZVPD" total_charge=-1 e_homo_ev="0.515 / -7.939" multiplicity=2 molar_mass_g_mol=126.10 s_squared=0.75
O 12.93384 15.79693 -12.03821 -0.088
H 13.02049 16.43001 -11.32552 -0.003
H 13.60176 15.13625 -11.85486 0.006
O 16.86990 16.42939 -7.36160 -0.101
H 16.93788 16.71662 -8.27216 -0.033
H 17.12585 15.50725 -7.38110 0.006
O 17.01506 15.63664 -12.50454 -0.147
H 17.63917 14.94182 -12.29489 0.007
H 16.58168 15.33684 -13.30364 0.007
O 17.14487 18.50450 -9.92115 -0.232
H 16.82520 19.39956 -10.03476 -0.013
H 17.72837 18.36165 -10.66638 -0.020
O 15.35831 16.56734 -10.02949 -0.135
H 16.12680 17.09715 -9.81750 -0.045
H 15.39761 16.45685 -10.97947 -0.006
O 12.26650 16.06652 -8.85323 -0.081
H 12.18150 16.48696 -7.99752 0.025
H 13.18806 16.17988 -9.08584 -0.012
O 16.60516 13.97793 -9.65502 -0.108
H 16.04623 14.75442 -9.62528 -0.037
H 16.45708 13.54335 -8.81511 0.012


## b
21
Properties=species:S:1:pos:R:3:lowdin_charge:R:1 method="wB97M-V/def2-TZVPD" total_charge=-1 e_homo_ev="0.507 / -7.897" multiplicity=2 molar_mass_g_mol=126.10 s_squared=0.75
O -2.46847 -2.07072 -1.75211 -0.139
H -1.97658 -2.16991 -0.93698 -0.051
H -3.18498 -1.47644 -1.52922 0.006
O 2.30159 0.05448 2.86929 -0.097
H 1.52844 0.11429 2.30814 -0.032
H 2.23690 0.81363 3.44872 0.014
O 0.97854 3.13215 -1.46146 -0.088
H 0.79261 2.83835 -2.35328 0.020
H 0.13147 3.42193 -1.12274 0.015
O 0.82206 -0.55972 -2.22868 -0.151
H 1.51557 -0.45698 -2.88038 0.005
H 0.59402 -1.48864 -2.26532 -0.016
O -1.21824 2.33642 1.92192 -0.096
H -0.68989 2.70833 1.21568 -0.004
H -0.90381 1.43649 2.00852 -0.009
O -0.56806 -2.71885 0.32131 -0.255
H -0.86024 -3.48691 -0.16955 -0.039
H -0.00375 -3.07351 1.00834 -0.019
O 0.28419 0.29755 0.91234 -0.107
H -0.17812 -0.37011 0.40564 0.007
H 0.86668 0.71824 0.27992 0.036


It is a that is most stable; the runner-up trails by 0.058 eV.


## a
9
Properties=species:S:1:pos:R:3:lowdin_charge:R:1 method="wB97M-V/def2-TZVPD" e_homo_ev="-9.841 / -9.810" multiplicity=1 molar_mass_g_mol=90.08
C 0.59725 0.73452 1.68194 -0.305
C -2.05307 0.61091 1.46667 -0.230
C 0.16167 -0.27995 -1.22587 0.099
C 0.89085 -0.80606 -2.11946 -0.131
C -0.67902 0.63946 1.61719 0.039
N 1.78623 0.69995 1.79668 0.201
N -3.19601 0.41677 1.37806 0.181
H 0.98774 -0.50672 -3.13178 0.047
H 1.50437 -1.50888 -1.46341 0.098


## b
9
Properties=species:S:1:pos:R:3:lowdin_charge:R:1 method="wB97M-V/def2-TZVPD" e_homo_ev="-9.653 / -9.653" multiplicity=1 molar_mass_g_mol=90.08
N 2.16011 -0.87956 2.45276 0.176
C 1.39430 -0.77929 1.60421 -0.176
C 0.50089 -0.57151 0.59226 -0.360
C -0.32831 -1.01461 -0.36346 0.220
C -1.02847 -0.15418 -1.18256 -0.061
C -0.55054 1.01599 -0.63427 -0.144
N 0.31994 0.72548 0.37589 0.137
H -1.70877 -0.38263 -1.97101 0.097
H -0.75916 2.04030 -0.87382 0.109


It is b that is most stable; the runner-up trails by 2.988 eV.


## a
13
Properties=species:S:1:pos:R:3:lowdin_charge:R:1 method="wB97M-V/def2-TZVPD" e_homo_ev=-9.046 multiplicity=1 molar_mass_g_mol=115.08
C 0.74502 0.75296 -0.77187 -0.056
C -0.61993 0.60708 -0.25685 -0.378
N -1.51188 1.59604 -0.17498 0.082
N -2.57502 1.05682 0.28334 -0.156
N -2.58447 -0.18718 0.54926 0.040
C -1.26904 -0.56546 0.17897 -0.540
P -0.74572 -2.30405 0.12169 0.814
H 0.90786 0.71369 -1.78212 0.038
H 1.15927 1.83271 -0.53968 0.126
H 1.43104 0.03301 -0.36597 0.060
H -3.43801 1.61147 0.53837 0.190
H -1.60459 -2.75494 1.13816 -0.115
H 0.24691 -1.94873 1.06602 -0.104


## b
13
Properties=species:S:1:pos:R:3:lowdin_charge:R:1 method="wB97M-V/def2-TZVPD" e_homo_ev=-8.289 multiplicity=1 molar_mass_g_mol=115.08
N -2.20186 1.04204 0.30797 -0.024
N -1.01811 0.37333 0.13779 -0.541
N -0.08506 1.04543 -0.55251 -0.009
C 1.12695 0.59908 -0.55993 -0.114
C 1.37109 -0.64367 0.37742 -0.343
C 0.52536 -1.67164 -0.10126 -0.392
P -1.23418 -1.29035 -0.18159 0.956
H -2.60712 1.57087 -0.38897 0.044
H -2.16111 1.57461 1.18474 0.091
H 1.79974 0.79046 -1.34000 0.083
H 2.44835 -0.79912 0.61284 0.110
H 1.12697 -0.22498 1.36580 0.099
H 0.90897 -2.36605 -0.86230 0.038


It is a that is most stable; the runner-up trails by 2.016 eV.